No. 1
C16H44ClN4O4Ti as an isolated structure at a distorted geometry, computed with ωB97M-V/def2-TZVPD.

As for the spin multiplicity: 5. As for the net charge: -1. For the highest occupied orbital energy (alpha / beta), the calculation gives 0.50 / -5.69 eV. The HOMO-LUMO gap (alpha / beta) is 1.74 / 7.90 eV.

Last column: natural (NBO) charge in e.
Atoms and positions in Å:
Ti: -21.9704 -4.9550 9.8142  0.363
Cl: -23.4338 -4.7823 7.4191  -0.826
C: -24.3966 -6.3424 12.5772  -0.616
C: -23.0641 -6.8441 12.1153  -0.078
C: -22.7547 -8.2485 12.7233  -0.192
O: -22.2773 -8.0480 14.0722  -0.572
C: -21.8728 -9.2294 14.7518  -0.271
N: -23.1514 -6.9110 10.6706  -0.882
H: -25.2283 -7.0468 12.5934  0.206
H: -24.7679 -5.4908 12.0071  0.214
H: -24.2191 -5.9652 13.5844  0.210
H: -22.2629 -6.1405 12.3419  0.206
H: -22.0223 -8.7805 12.1160  0.145
H: -23.7050 -8.7817 12.7514  0.159
H: -21.0563 -9.6609 14.1728  0.172
H: -22.6444 -9.9989 14.7740  0.155
H: -21.6532 -9.0578 15.8056  0.181
H: -22.3064 -7.3889 10.3916  0.361
H: -23.8755 -7.5311 10.3372  0.371
C: -20.1028 -2.3408 7.9839  -0.612
C: -20.6024 -0.8562 8.2807  -0.060
C: -20.5767 0.1133 7.1137  -0.072
O: -19.2267 0.3661 6.7625  -0.552
C: -19.0285 1.0689 5.5391  -0.251
N: -21.9667 -1.0247 8.6407  -0.845
H: -20.6202 -2.7903 7.1363  0.226
H: -20.2782 -3.0026 8.8320  0.200
H: -19.0408 -2.4074 7.7476  0.215
H: -20.0620 -0.4383 9.1300  0.182
H: -20.9725 1.0992 7.3576  0.163
H: -21.0933 -0.4391 6.3288  0.170
H: -17.9437 1.1684 5.5027  0.190
H: -19.5075 2.0445 5.4557  0.164
H: -19.2893 0.3907 4.7266  0.171
H: -22.5052 -1.4459 7.8972  0.381
H: -22.4035 -0.1314 8.8178  0.351
C: -22.6948 -3.2376 13.3888  -0.633
C: -22.9752 -2.8140 11.9129  -0.069
C: -23.5514 -1.3952 11.7568  -0.067
O: -24.6473 -1.2682 12.6819  -0.551
C: -25.2179 -0.0088 12.8234  -0.242
N: -21.7787 -3.0152 11.0820  -0.908
H: -22.0964 -4.1366 13.5370  0.229
H: -23.6701 -3.5154 13.7884  0.229
H: -22.3176 -2.4904 14.0869  0.206
H: -23.7830 -3.4103 11.4887  0.208
H: -23.9211 -1.2975 10.7361  0.178
H: -22.8610 -0.5656 11.9087  0.155
H: -26.2180 -0.1214 13.2419  0.190
H: -25.4816 0.5120 11.9029  0.159
H: -24.5681 0.6345 13.4168  0.161
H: -21.0801 -2.4742 11.5713  0.359
H: -21.9194 -2.4689 10.2443  0.390
C: -19.2266 -6.4153 11.9362  -0.618
C: -18.9051 -6.1743 10.4759  -0.076
C: -17.6857 -6.9454 9.8823  -0.179
O: -16.5607 -6.6322 10.6808  -0.554
C: -15.6187 -5.8780 9.9531  -0.240
N: -20.0616 -6.5560 9.7557  -0.937
H: -19.9863 -5.7405 12.3304  0.214
H: -18.3954 -6.3288 12.6361  0.217
H: -19.6498 -7.4110 12.0684  0.204
H: -18.6841 -5.1142 10.3510  0.184
H: -17.5283 -6.6850 8.8356  0.163
H: -17.8339 -8.0252 9.8697  0.174
H: -14.7342 -5.6081 10.5301  0.183
H: -16.1377 -5.0212 9.5236  0.162
H: -15.2546 -6.4654 9.1102  0.157
H: -20.2080 -7.5255 9.9981  0.277
H: -19.7036 -6.6134 8.8131  0.347

***

No. 2
C48H33CuIN2S2Si as an isolated structure at a distorted geometry, computed with ωB97M-V/def2-TZVPD.

As for the spin multiplicity: 2. As for the net charge: 0. For the highest occupied orbital energy (alpha / beta), the calculation gives -6.07 / -7.25 eV. The HOMO-LUMO gap (alpha / beta) is 5.36 / 6.46 eV.

Last column: natural (NBO) charge in e.
Atoms and positions in Å:
Cu: -0.4325 0.5494 -0.3368  0.937
S: 4.6031 -2.6332 0.0648  0.489
C: 6.2061 -3.2004 -0.0101  -0.416
C: 7.0595 -2.2354 -0.4513  -0.256
C: 6.3866 -1.0096 -0.7310  -0.231
C: 5.0430 -1.0683 -0.5031  -0.237
C: 4.0443 0.0187 -0.6536  -0.101
C: 2.6590 -0.2563 -0.7056  0.152
N: 1.7291 0.6734 -0.7802  -0.512
C: 2.1066 1.9606 -0.8181  0.228
C: 3.4399 2.3443 -0.7927  -0.108
C: 3.7681 3.7501 -0.7918  -0.179
C: 2.8019 4.6863 -0.8064  -0.188
C: 1.4078 4.3176 -0.8435  -0.002
C: 0.3736 5.2654 -0.8596  -0.171
C: -0.9241 4.8572 -0.8831  -0.004
C: -1.1517 3.4611 -0.9009  0.084
N: -0.2096 2.5489 -0.8892  -0.489
C: 1.0630 2.9671 -0.8557  0.124
C: -2.0609 5.8165 -0.8771  -0.255
C: -2.0177 7.1810 -0.9114  -0.239
C: -3.3072 7.7893 -0.8677  -0.252
C: -4.3056 6.8697 -0.7985  -0.412
S: -3.6944 5.2809 -0.7843  0.478
C: 4.4130 1.3321 -0.7092  -0.114
H: 6.4323 -4.2229 0.2730  0.245
H: 8.1281 -2.3869 -0.5753  0.228
H: 6.8894 -0.1229 -1.1131  0.218
H: 2.3050 -1.2872 -0.6865  0.219
H: 4.8156 4.0390 -0.7616  0.220
H: 3.0560 5.7429 -0.7808  0.218
H: 0.6216 6.3237 -0.8462  0.217
H: -2.1646 3.0770 -0.9232  0.219
H: -1.0933 7.7491 -0.9720  0.219
H: -3.4760 8.8616 -0.8860  0.229
H: -5.3753 7.0377 -0.7545  0.246
H: 5.4644 1.6085 -0.6599  0.218
I: -3.5597 0.2262 -0.7586  0.184
C: -3.5738 0.3251 1.3379  -0.124
C: -4.7787 0.0759 1.9215  -0.275
C: -4.9102 0.1663 3.3276  -0.216
C: -3.8433 0.5501 4.0860  -0.176
C: -2.5799 0.8169 3.4919  -0.086
C: -1.4858 1.2310 4.2980  -0.207
C: -0.2632 1.4480 3.7351  -0.232
C: -0.0744 1.2192 2.3439  -0.226
C: -1.1008 0.8167 1.4974  -0.420
C: -2.3966 0.6607 2.0828  -0.067
H: -5.6375 -0.1870 1.3128  0.227
H: -5.8673 -0.0545 3.7885  0.215
H: -3.9411 0.6592 5.1622  0.209
H: -1.6463 1.3639 5.3664  0.206
H: 0.5758 1.7687 4.3512  0.206
H: 0.9378 1.3684 1.9521  0.179
C: -4.8199 -4.0353 -0.5581  -0.220
C: -4.4100 -3.3334 0.5722  -0.212
C: -3.1872 -2.6747 0.5753  -0.210
C: -2.3383 -2.6853 -0.5418  -0.522
C: -2.7628 -3.4109 -1.6641  -0.156
C: -3.9913 -4.0783 -1.6730  -0.236
Si: -0.6501 -1.8252 -0.4224  1.095
C: 0.2382 -2.8459 0.8913  -0.503
C: 1.0980 -2.2758 1.8410  -0.210
C: 1.7709 -3.0620 2.7784  -0.212
C: 1.5972 -4.4412 2.7766  -0.235
C: 0.7462 -5.0297 1.8396  -0.165
C: 0.0738 -4.2390 0.9138  -0.221
C: 0.2360 -2.2474 -2.0601  -0.513
C: -0.1906 -1.6390 -3.2497  -0.149
C: 0.4067 -1.9265 -4.4731  -0.238
C: 1.4669 -2.8278 -4.5388  -0.222
C: 1.9176 -3.4387 -3.3752  -0.206
C: 1.3039 -3.1541 -2.1524  -0.230
H: -5.7742 -4.5534 -0.5641  0.209
H: -5.0470 -3.2978 1.4522  0.210
H: -2.8819 -2.1416 1.4746  0.217
H: -2.1325 -3.4660 -2.5466  0.204
H: -4.2984 -4.6303 -2.5565  0.208
H: 1.2382 -1.1975 1.8554  0.214
H: 2.4257 -2.5945 3.5120  0.209
H: 2.1178 -5.0586 3.5037  0.208
H: 0.6034 -6.1066 1.8366  0.202
H: -0.5944 -4.7131 0.1947  0.217
H: -1.0157 -0.9235 -3.2157  0.200
H: 0.0495 -1.4445 -5.3779  0.209
H: 1.9361 -3.0525 -5.4927  0.210
H: 2.7458 -4.1405 -3.4161  0.209
H: 1.6631 -3.6505 -1.2535  0.218

***

No. 3
C2H5IN2O2 as an isolated structure at a distorted geometry, computed with ωB97M-V/def2-TZVPD.

As for the net charge: 0. For the highest occupied orbital energy (alpha / beta), the calculation gives -8.28 / -9.67 eV. The HOMO-LUMO gap (alpha / beta) is 5.97 / 8.70 eV.

Last column: natural (NBO) charge in e.
Atoms and positions in Å:
C: -0.1163 -2.0991 0.0164  -0.717
C: 0.4966 -1.3815 1.1462  -0.339
N: 0.8625 2.4440 -0.9487  0.066
N: 0.5161 1.8282 0.0269  0.069
O: -0.7092 1.6104 0.4263  -0.481
O: -0.1871 3.1389 -1.7008  -0.610
I: -0.5550 -0.1402 2.3263  0.592
H: 0.0842 -1.4791 -0.9177  0.260
H: -1.3279 -2.2346 0.0748  0.228
H: 0.3137 -3.0249 -0.2303  0.235
H: 1.6493 -1.5587 1.1725  0.238
H: -1.0269 2.8966 -1.3919  0.458

***

No. 4
A 13-piece molecular cluster, C47H74N4O9 overall at a distorted geometry, computed with ωB97M-V/def2-TZVPD.

As for the net charge: 0. For the highest occupied orbital energy, the calculation gives -9.35 eV. The HOMO-LUMO gap is 9.78 eV.

Last column: Löwdin charge in e.
Atoms and positions in Å:
N: 5.6372 21.2275 -6.9786  0.067
C: 4.8906 20.8173 -5.9565  -0.154
C: 5.4078 20.0925 -4.8953  -0.068
C: 6.7724 19.8345 -4.8677  -0.071
C: 7.5479 20.2200 -5.9445  -0.063
C: 6.9341 20.9247 -6.9623  -0.154
H: 3.8379 21.0785 -5.9658  0.103
H: 4.7636 19.8317 -4.0651  0.101
H: 7.1639 19.2153 -4.0687  0.099
H: 8.6105 20.0182 -5.9026  0.088
H: 7.4728 21.3535 -7.7977  0.071
N: 11.4232 22.3277 -5.7736  0.061
C: 10.7898 21.8435 -6.8377  -0.136
C: 10.1765 22.6484 -7.7908  -0.065
C: 10.3749 24.0165 -7.7052  -0.076
C: 11.1347 24.5301 -6.6697  -0.069
C: 11.6269 23.6348 -5.7322  -0.155
H: 10.7311 20.7579 -6.8758  0.083
H: 9.5527 22.2541 -8.5796  0.081
H: 10.0039 24.6561 -8.4980  0.108
H: 11.3344 25.5902 -6.6100  0.102
H: 12.1762 24.0026 -4.8697  0.105
N: 9.5805 17.6906 -1.9284  0.066
C: 8.5452 17.7847 -1.0964  -0.168
C: 8.3128 16.8807 -0.0772  -0.081
C: 9.1399 15.7675 0.0251  -0.087
C: 10.1947 15.6414 -0.8598  -0.067
C: 10.3867 16.6298 -1.7999  -0.156
H: 7.9119 18.6498 -1.2680  0.099
H: 7.5600 17.0198 0.6879  0.103
H: 9.0183 15.0510 0.8272  0.110
H: 10.8624 14.7897 -0.8461  0.104
H: 11.1650 16.6032 -2.5522  0.069
N: 5.4643 14.3944 -8.1152  0.058
C: 5.5989 15.6973 -7.8926  -0.172
C: 4.6268 16.6392 -8.1827  -0.071
C: 3.4447 16.1792 -8.7344  -0.077
C: 3.2667 14.8218 -8.9522  -0.071
C: 4.2969 13.9663 -8.5874  -0.152
H: 6.5811 16.0038 -7.5390  0.091
H: 4.7083 17.7007 -7.9989  0.098
H: 2.6604 16.8706 -9.0198  0.106
H: 2.4426 14.4396 -9.5402  0.100
H: 4.2929 12.9091 -8.8334  0.103
C: 12.2290 10.7664 -6.3187  -0.019
C: 13.5158 11.5571 -6.2882  -0.498
O: 14.3819 11.3814 -7.1147  0.061
C: 13.5999 12.6457 -5.2608  -0.025
H: 11.7017 11.0140 -7.2429  0.090
H: 11.5629 11.0769 -5.5116  0.073
H: 12.3888 9.6930 -6.2725  0.086
H: 14.6035 13.0304 -5.1030  0.071
H: 13.1931 12.2938 -4.3123  0.087
H: 12.9765 13.4708 -5.6266  0.081
C: 16.0188 16.0077 -3.5141  -0.011
C: 15.3568 14.8306 -2.8376  -0.502
O: 15.8499 13.7263 -2.8205  0.063
C: 14.0892 15.1375 -2.0903  -0.020
H: 15.2797 16.8044 -3.6070  0.048
H: 16.5433 15.7174 -4.4188  0.078
H: 16.7490 16.4366 -2.8172  0.103
H: 14.2229 16.0782 -1.5432  0.074
H: 13.8797 14.3598 -1.3639  0.086
H: 13.3139 15.3972 -2.8149  0.072
C: 15.4759 17.9456 -6.2545  -0.044
C: 16.8827 17.8897 -6.7777  -0.488
O: 17.6368 16.9968 -6.4659  0.064
C: 17.3792 19.0397 -7.6264  -0.015
H: 14.7792 18.3020 -7.0113  0.067
H: 15.3931 18.5924 -5.3789  0.078
H: 15.1574 16.9441 -5.9789  0.063
H: 16.5688 19.6618 -8.0071  0.077
H: 17.9527 18.6531 -8.4673  0.085
H: 18.0361 19.6763 -7.0312  0.087
C: 15.6798 15.6051 -10.6937  -0.018
C: 15.1501 15.7277 -9.2787  -0.490
O: 14.6379 16.7488 -8.8715  0.045
C: 15.2232 14.4954 -8.4206  -0.008
H: 15.1640 14.8361 -11.2625  0.085
H: 16.7437 15.3658 -10.6027  0.088
H: 15.6127 16.5739 -11.1855  0.080
H: 16.2204 14.0868 -8.2722  0.097
H: 14.6222 13.7225 -8.9112  0.092
H: 14.7619 14.7063 -7.4570  0.068
C: 13.4474 20.1818 -4.2461  -0.033
C: 13.4986 19.1012 -3.2062  -0.488
O: 12.7927 18.1188 -3.2412  0.036
C: 14.4789 19.3109 -2.0681  -0.014
H: 14.3446 20.8032 -4.2571  0.083
H: 12.5861 20.8284 -4.0570  0.076
H: 13.3181 19.8419 -5.2741  0.073
H: 15.4848 19.4799 -2.4540  0.085
H: 14.4479 18.4536 -1.4023  0.070
H: 14.1778 20.2162 -1.5338  0.093
C: 8.9290 15.8594 -10.4714  -0.018
C: 10.3031 15.2482 -10.6504  -0.490
O: 10.4897 14.0563 -10.6113  0.067
C: 11.4200 16.2329 -10.9321  -0.011
H: 8.8813 16.8379 -10.9385  0.055
H: 8.6840 15.9312 -9.4087  0.080
H: 8.1407 15.2288 -10.8817  0.093
H: 11.3783 16.4730 -11.9998  0.095
H: 12.4046 15.8005 -10.7644  0.065
H: 11.2971 17.1406 -10.3417  0.072
C: 9.4795 16.9787 -5.8536  0.003
C: 10.7553 17.4790 -6.4793  -0.463
O: 10.7775 18.4143 -7.2534  0.038
C: 12.0042 16.7055 -6.1804  -0.006
H: 9.0615 16.2084 -6.5075  0.088
H: 8.7496 17.7706 -5.7040  0.057
H: 9.6726 16.5412 -4.8715  0.068
H: 12.1633 16.6543 -5.1009  0.064
H: 12.8728 17.1983 -6.6129  0.056
H: 11.9911 15.6987 -6.6062  0.090
C: 8.7027 19.2275 -9.5137  -0.020
C: 7.2646 19.1868 -9.9658  -0.482
O: 6.6397 18.1543 -10.0589  0.057
C: 6.6613 20.4801 -10.4772  -0.016
H: 8.8365 18.6108 -8.6239  0.067
H: 8.9286 20.2568 -9.2398  0.050
H: 9.4435 18.8320 -10.2057  0.079
H: 7.2234 20.7252 -11.3847  0.093
H: 6.7091 21.3030 -9.7704  0.059
H: 5.6353 20.2722 -10.7699  0.084
C: 7.0349 14.9783 -2.8848  -0.022
C: 7.0534 13.7322 -3.7136  -0.497
O: 7.5326 12.7060 -3.2852  0.064
C: 6.2794 13.7394 -5.0179  -0.026
H: 7.4735 14.8376 -1.9017  0.061
H: 6.0037 15.2924 -2.7000  0.095
H: 7.5747 15.7682 -3.4159  0.072
H: 6.2889 14.7351 -5.4546  0.049
H: 5.2537 13.4171 -4.8467  0.094
H: 6.7740 13.0267 -5.6740  0.085